# 1
This record from the Open Molecules 2025 dataset describes C5H5N5 as an isolated structure at a distorted geometry. The level of theory is ωB97M-V/def2-TZVPD.

HOMO energy: -9.95 eV

Each line ends with the Mulliken charge.
Atoms and positions in Å:
C 1.405 -0.326 -1.340  0.167
C -0.638 0.779 -0.958  0.366
C 0.031 1.442 0.167  0.131
C -1.534 0.078 -0.011  0.257
C -1.022 -1.142 0.643  0.050
H 2.790 -1.186 0.156  0.286
H 1.419 -0.708 1.232  0.337
H 1.972 -1.016 -1.888  0.359
H -1.273 1.286 -1.586  0.368
H -2.859 0.248 2.178  0.294
N 2.047 -0.537 -0.038  -0.585
N 0.313 0.212 -1.740  -0.625
N 0.431 2.109 1.163  -0.464
N -2.693 0.775 0.942  -0.484
N -0.388 -2.013 1.079  -0.458

# 2
This record from the Open Molecules 2025 dataset describes a single C7H12 molecule. The level of theory is ωB97M-V/def2-TZVPD.

HOMO energy (alpha / beta): -7.98 / -7.73 eV

Each line ends with the Mulliken charge.
Atoms and positions in Å:
C -3.243 0.429 -0.238  -1.316
C -1.956 -0.166 -0.785  -0.435
C -0.671 0.576 -0.360  -0.352
C 0.534 -0.221 -0.846  -0.337
C 1.805 -0.364 -0.382  -0.270
C 2.369 0.408 0.685  -0.232
C 3.414 -0.315 1.472  -0.940
H -3.235 0.430 0.857  0.333
H -3.381 1.461 -0.580  0.330
H -4.124 -0.141 -0.558  0.346
H -1.878 -1.211 -0.462  0.380
H -2.019 -0.208 -1.883  0.321
H -0.677 0.728 0.726  0.357
H -0.719 1.601 -0.768  0.231
H 2.450 -1.137 -0.835  0.322
H 0.236 -0.863 -1.678  0.321
H 3.314 0.030 2.506  0.347
H 4.442 -0.005 1.212  0.286
H 3.398 -1.417 1.448  0.307

# 3
This record from the Open Molecules 2025 dataset describes C55H53GeLaN6O4P2S2Te as an isolated structure at a distorted geometry. The level of theory is ωB97M-V/def2-TZVPD.

HOMO energy: -6.77 eV

Each line ends with the Mulliken charge.
Atoms and positions in Å:
La -1.646 -0.345 0.147  1.339
Te 0.471 -4.838 -2.259  0.410
C 2.552 -5.168 -2.362  0.341
C 3.456 -4.128 -2.212  -0.196
C 4.815 -4.414 -2.270  -0.514
N 5.321 -5.638 -2.462  -0.639
C 4.432 -6.628 -2.607  -0.393
C 3.057 -6.448 -2.564  -0.477
C 0.467 -2.886 -1.544  -1.450
P -0.505 -1.671 -2.412  1.651
C -1.795 -2.509 -3.443  -0.691
C -2.727 -3.324 -2.782  0.039
C -3.760 -3.943 -3.475  -0.818
C -3.883 -3.760 -4.851  -0.600
C -2.974 -2.949 -5.515  -0.949
C -1.943 -2.320 -4.816  -0.336
C 0.611 -0.978 -3.704  0.209
C 0.748 0.398 -3.862  -0.516
C 1.661 0.928 -4.775  -0.595
C 2.443 0.079 -5.539  -0.525
C 2.308 -1.302 -5.400  -0.787
C 1.400 -1.826 -4.492  -0.079
P 0.314 -2.584 0.228  2.110
C 0.751 -4.141 1.075  0.213
C -0.235 -4.923 1.668  -0.263
C 0.068 -6.166 2.212  -0.720
C 1.370 -6.644 2.156  -0.670
C 2.365 -5.874 1.562  -0.809
C 2.059 -4.630 1.030  -0.384
C 1.783 -1.534 0.698  0.539
C 2.202 -1.463 2.034  -0.695
C 3.264 -0.653 2.410  -1.070
C 3.917 0.127 1.458  -0.453
C 3.495 0.088 0.137  -0.779
C 2.434 -0.737 -0.240  -0.135
H 3.103 -3.117 -2.031  0.652
H 5.537 -3.612 -2.151  0.376
H 4.842 -7.623 -2.757  0.371
H 2.401 -7.305 -2.676  0.338
H -2.627 -3.488 -1.711  0.209
H -4.461 -4.580 -2.946  0.504
H -4.677 -4.255 -5.399  0.384
H -3.058 -2.806 -6.587  0.430
H -1.243 -1.688 -5.350  0.457
H 0.148 1.072 -3.270  0.004
H 1.755 2.003 -4.876  0.464
H 3.159 0.486 -6.244  0.390
H 2.919 -1.971 -5.997  0.418
H 1.309 -2.902 -4.384  0.408
H -1.261 -4.580 1.682  0.152
H -0.713 -6.763 2.668  0.434
H 1.609 -7.617 2.569  0.380
H 3.381 -6.246 1.502  0.445
H 2.839 -4.042 0.560  0.496
H 1.702 -2.068 2.784  0.614
H 3.585 -0.626 3.446  0.472
H 4.746 0.762 1.748  0.371
H 3.997 0.690 -0.612  0.597
H 2.130 -0.771 -1.280  -0.148
C -5.436 0.026 -4.431  -1.015
C -5.812 -0.060 -2.999  0.908
N -7.007 -0.074 -2.509  -0.860
N -6.790 -0.201 -1.152  0.204
C -5.515 -0.280 -0.786  0.291
S -4.869 -0.486 0.757  -0.456
N -4.883 -0.184 -1.982  0.234
N -3.502 -0.184 -2.118  0.262
H -6.340 0.133 -5.025  0.379
H -4.904 -0.877 -4.743  0.098
H -4.783 0.881 -4.617  0.305
H -7.569 -0.228 -0.519  0.180
H -3.237 -0.910 -2.774  -0.389
H -3.200 0.722 -2.462  0.198
O -2.808 -2.815 0.716  -0.492
H -3.762 -2.780 0.870  0.227
H -2.396 -2.854 1.589  0.120
O -3.247 2.028 -0.381  -0.380
H -2.659 2.739 -0.685  0.055
H -3.426 2.252 0.544  0.248
O -1.748 1.249 1.984  -0.358
C -1.160 0.364 2.670  0.721
O -1.381 -0.876 2.422  -0.789
C -0.104 0.760 3.669  -1.069
C 0.993 1.650 3.033  -0.559
Ge 0.676 3.579 3.077  2.035
C 1.781 4.415 1.733  -0.281
C 2.650 3.663 0.937  -0.226
C 3.449 4.280 -0.023  -0.352
C 3.384 5.656 -0.196  -0.645
C 2.523 6.419 0.590  -0.708
C 1.725 5.801 1.546  0.059
C -1.130 4.232 2.823  0.204
C -2.044 4.383 3.869  -0.221
C -3.311 4.916 3.641  -0.832
C -3.676 5.321 2.363  -0.515
C -2.769 5.196 1.315  -0.762
C -1.508 4.656 1.545  -0.016
C 1.360 4.124 4.830  0.218
C 2.612 4.746 4.907  -0.195
C 3.214 5.006 6.137  -0.733
C 2.577 4.644 7.317  -0.452
C 1.336 4.021 7.265  -0.866
C 0.738 3.761 6.034  -0.187
H 0.324 -0.160 4.064  0.515
H -0.604 1.280 4.493  0.426
H 1.200 1.322 2.008  -0.598
H 1.921 1.536 3.593  0.854
H 2.702 2.581 1.052  -0.175
H 4.112 3.683 -0.640  0.435
H 4.000 6.137 -0.947  0.380
H 2.472 7.493 0.453  0.400
H 1.052 6.406 2.146  0.475
H -1.781 4.089 4.879  0.094
H -4.009 5.023 4.464  0.430
H -4.655 5.751 2.187  0.392
H -3.040 5.525 0.316  0.447
H -0.807 4.584 0.718  0.336
H 3.126 5.039 3.997  0.337
H 4.185 5.490 6.171  0.393
H 3.045 4.848 8.273  0.367
H 0.835 3.733 8.183  0.399
H -0.227 3.266 6.031  0.059
S -0.654 3.689 -2.180  -0.324
C -0.386 2.355 -1.290  -0.476
N -0.271 1.366 -0.667  0.726

# 4
This record from the Open Molecules 2025 dataset describes C11H27NO3P as an isolated structure at a distorted geometry. The level of theory is ωB97M-V/def2-TZVPD.

Net charge: +1
HOMO energy: -11.42 eV

Each line ends with the Mulliken charge.
Atoms and positions in Å:
C -1.850 -0.335 1.946  -1.076
C -0.821 -0.915 0.905  -0.453
P 0.659 0.133 0.676  0.359
O 2.024 -0.476 1.406  -0.293
C 2.686 -1.229 0.517  0.324
N 2.894 -2.030 -0.240  -0.189
H -2.131 0.685 1.620  0.329
H -1.431 -0.321 2.969  0.356
H -2.736 -0.991 1.889  0.350
H -1.340 -0.924 -0.080  0.412
H -0.570 -1.971 1.122  0.394
H 0.418 1.479 1.032  0.227
H 0.960 0.120 -0.713  0.226
C -5.565 3.083 3.393  -1.105
C -4.147 2.695 3.769  -0.279
O -3.175 3.066 2.798  -0.361
C -3.069 4.456 2.517  -0.349
C -2.701 5.299 3.725  -1.044
H -5.841 2.642 2.433  0.301
H -6.266 2.734 4.153  0.394
H -5.682 4.163 3.303  0.266
H -4.087 1.608 3.857  0.306
H -3.875 3.099 4.749  0.304
H -3.991 4.819 2.051  0.308
H -2.285 4.556 1.764  0.309
H -3.460 5.246 4.506  0.266
H -2.592 6.346 3.437  0.390
H -1.760 4.955 4.159  0.292
C 2.639 -2.638 -3.257  -0.812
C 2.728 -3.828 -4.198  -0.524
O 3.460 -3.565 -5.380  -0.425
C 4.816 -3.185 -5.209  -0.318
C 5.661 -4.229 -4.499  -1.012
H 2.191 -1.782 -3.768  0.267
H 2.029 -2.888 -2.389  0.330
H 3.620 -2.328 -2.897  0.301
H 1.722 -4.105 -4.518  0.349
H 3.140 -4.704 -3.684  0.327
H 4.877 -2.218 -4.698  0.286
H 5.216 -3.028 -6.212  0.336
H 5.311 -4.416 -3.482  0.251
H 6.699 -3.899 -4.438  0.383
H 5.625 -5.178 -5.037  0.293

# 5
This record from the Open Molecules 2025 dataset describes a 2-piece molecular cluster, C2H3NO overall at a distorted geometry. The level of theory is ωB97M-V/def2-TZVPD.

HOMO energy (alpha / beta): -10.86 / -10.14 eV

Each line ends with the Mulliken charge.
Atoms and positions in Å:
O -0.588 1.189 -0.162  -0.537
C -0.006 -1.017 0.121  -0.380
C 1.070 -0.193 0.064  0.426
N 1.428 0.940 -0.058  -0.332
H -1.184 1.962 -0.277  0.260
H -0.327 -1.547 -0.770  0.281
H -0.393 -1.335 1.083  0.282

# 6
This record from the Open Molecules 2025 dataset describes C3H3NO2 as an isolated structure at a distorted geometry. The level of theory is ωB97M-V/def2-TZVPD.

HOMO energy: -8.99 eV

Each line ends with the Mulliken charge.
Atoms and positions in Å:
N -0.578 -0.890 0.786  -0.673
C 0.980 -0.314 -0.137  0.676
O 1.468 0.565 0.711  -0.394
C -1.027 0.027 -0.052  0.098
C -0.994 0.915 -0.898  -0.425
O 1.495 -1.044 -0.897  -0.398
H 0.763 0.786 1.347  0.426
H -0.856 -1.840 0.565  0.276
H -1.251 1.795 -1.427  0.414

Number 6 is which compound? C3H3NO2

Which formula does entry 5 have? C2H3NO